Here is the molecule C5H5NOS from the Open Molecules 2025 dataset. Energies are from ωB97M-V/def2-TZVPD.

Cartesian coordinates (Å):
1 S 2.469912 -0.002383 -0.029565
2 O -2.311023 -1.358296 0.150930
3 N -1.092153 2.841499 -0.142610
4 C -1.144791 -0.748427 -0.342825
5 C -0.791559 1.727018 -0.035532
6 C 0.035626 -1.614879 -0.097074
7 C 0.894532 -0.354194 0.123384
8 C -0.409602 0.401513 0.419129
9 H 0.220846 -2.311322 -0.902139
10 H -3.140277 -0.909836 -0.180511
11 H -1.098684 -0.514430 -1.410495
12 H -0.156600 -2.040272 0.897192
13 H -0.715852 0.323675 1.457338

Cartesian forces, eV/Å:
S -1.44 -0.11 0.14
O -1.25 1.30 -0.75
N 0.17 -1.32 -0.37
C 0.00 0.00 -0.25
C 0.56 1.83 0.79
C 0.80 -0.01 0.53
C 0.52 -0.36 -0.29
C -1.30 0.07 -0.70
H 0.62 -0.42 0.30
H 1.47 -0.58 0.49
H -0.89 0.18 -0.02
H 0.42 -0.51 -0.26
H 0.30 -0.07 0.39

Frontier orbital gap = 8.515 eV
SMILES string = N#C[C@@H]1C(=S)C[C@H]1O
Molecular weight = 127.17 g/mol
HOMO level = -9.25 eV
Total energy = -721.63139 Eh

Here is a cluster of 8 separate species, C6H26O8 in total from the Open Molecules 2025 dataset. Energies are from ωB97M-V/def2-TZVPD.

Cartesian coordinates (Å):
1 O 2.275768 -1.782807 2.676692
2 O -1.851581 2.587107 -0.819983
3 O -0.097515 2.978142 1.120204
4 O 1.318730 0.843722 2.407724
5 O -2.898690 -0.825911 -2.518524
6 O 1.994217 -0.807124 -2.285149
7 O 3.704654 -1.697271 0.278836
8 O 2.496112 1.625651 -1.235340
9 C 0.612641 -0.969287 -2.261898
10 C -1.382898 -0.270533 0.232081
11 C 0.288735 -1.899756 -1.115554
12 C -1.894703 0.029181 1.404922
13 C -0.081086 -1.090063 0.198068
14 C -3.144991 0.792533 1.626396
15 H -0.607439 3.169419 0.386235
16 H 3.147410 -2.199814 -0.252318
17 H -2.171503 1.634152 -1.270060
18 H -0.206066 2.061249 1.092736
19 H 0.083736 -0.027797 -2.403094
20 H 0.935257 -2.693122 -0.927343
21 H 2.155480 0.414143 2.549980
22 H 1.677584 -1.699132 1.938290
23 H -1.877257 0.152978 -0.644513
24 H -0.643803 -2.396735 -1.437046
25 H -3.003290 1.826767 1.369332
26 H 0.755068 -0.322713 0.279512
27 H -2.742246 2.993831 -0.652620
28 H 0.273769 -1.415702 -3.243051
29 H -3.835067 0.452644 0.947261
30 H 2.129727 1.552759 -0.295910
31 H -2.116268 -1.087206 -2.091710
32 H 2.242868 0.201883 -2.060829
33 H 4.123437 -1.170648 -0.346980
34 H -3.444686 0.723121 2.569898
35 H 0.232111 -1.556152 1.196877
36 H 2.210019 2.453733 -1.596622
37 H -1.204068 -0.184956 2.280644
38 H -3.367836 -1.704045 -2.509049
39 H 0.975484 1.157711 3.268368
40 H 2.938181 -1.849954 2.143546

Cartesian forces, eV/Å:
O -6.06 0.52 4.40
O -3.10 -3.20 -2.16
O 1.92 1.44 2.10
O -1.02 0.83 0.18
O -2.27 -1.23 -0.82
O 1.72 3.21 0.27
O 0.37 -0.17 2.84
O -0.26 -0.95 2.02
C 0.40 -1.20 -1.87
C 1.03 -1.24 0.22
C -4.55 2.10 0.90
C 1.40 0.16 1.63
C 2.77 1.33 -0.03
C 2.70 0.90 -2.53
H -1.68 1.27 -2.39
H -1.76 -1.55 -1.45
H 1.40 4.01 1.65
H 0.15 -2.63 0.60
H -0.25 0.42 1.23
H 1.64 -0.96 0.01
H 0.38 -0.49 0.54
H -1.44 0.24 0.28
H 0.37 -0.93 0.07
H 0.04 -0.27 0.30
H 0.25 0.70 0.18
H -0.72 -0.35 -0.57
H 1.22 -0.33 -0.22
H 0.58 -0.31 0.76
H -2.09 -0.96 -1.36
H 0.57 0.44 -1.80
H 1.95 -0.26 0.88
H -0.78 -2.83 -0.47
H 1.36 1.77 -1.57
H -1.57 -0.31 3.90
H -1.79 -0.12 -1.47
H -0.36 0.76 -0.04
H -1.28 -0.08 -0.82
H 0.22 1.44 -0.25
H 0.59 -0.28 -0.71
H 7.94 -0.88 -4.41

Frontier orbital gap = 9.633 eV
SMILES string = C/C=C/CCCO.O.O.O.O.O.O.O
Molecular weight = 226.27 g/mol
HOMO level = -9.30 eV
Total energy = -845.98308 Eh

Here is the ion C5H12N with charge +1 from the Open Molecules 2025 dataset. Energies are from ωB97M-V/def2-TZVPD.

Cartesian coordinates (Å):
1 N 2.680742 0.316980 0.093728
2 C -0.667278 -0.105474 0.090570
3 C -2.982319 0.553352 0.697394
4 C -1.888551 0.277049 -0.285152
5 C 1.689856 -0.932291 -0.071982
6 C 0.461625 -0.355850 -0.762067
7 H 2.123524 1.048896 0.456312
8 H 3.539417 0.118927 0.683548
9 H -0.491364 -0.485910 1.105643
10 H 1.429235 -1.409034 0.969674
11 H -2.172281 0.562964 -1.273782
12 H 0.164630 -1.171343 -1.579183
13 H 2.222333 -1.621118 -0.689346
14 H 2.835562 0.630565 -0.872524
15 H -3.582930 -0.346793 0.880368
16 H -3.583499 1.400409 0.306854
17 H 0.737733 0.584854 -1.353359
18 H -2.516429 0.933809 1.603300

Cartesian forces, eV/Å:
N 0.14 -2.38 -0.06
C -1.73 -0.37 1.29
C 0.03 0.55 -0.14
C 0.38 0.43 1.07
C -0.20 0.86 1.84
C 0.98 -1.40 -3.95
H -0.56 1.10 1.21
H -1.11 0.52 -1.13
H -0.50 0.60 0.05
H 0.83 1.14 -1.96
H 0.44 -0.14 -0.91
H 0.65 1.75 1.43
H 0.41 -0.46 -0.20
H 0.84 -0.30 0.34
H -0.09 0.44 0.06
H -0.03 -0.78 0.26
H -0.21 -1.24 0.45
H -0.26 -0.33 0.36

Frontier orbital gap = 9.124 eV
SMILES string = C/C=C/CC[NH3+]
Molecular weight = 86.16 g/mol
HOMO level = -12.81 eV
Total charge = +1
Total energy = -252.15903 Eh

Here is a structure of composition C14H20B2Ca2F8O12 from the Open Molecules 2025 dataset. Energies are from ωB97M-V/def2-TZVPD.

Cartesian coordinates (Å):
1 Ca 11.152732 2.310317 -11.333660
2 Ca 12.340838 5.071023 -17.640481
3 F 11.224950 5.231373 -12.956327
4 F 12.476587 2.509318 -15.330295
5 F 11.930979 6.313676 -14.788575
6 F 11.855746 0.832455 -14.301282
7 F 13.569841 2.099195 -13.366247
8 F 10.326548 7.155519 -13.429065
9 F 9.900647 5.306811 -14.826370
10 F 13.889986 0.838257 -15.241839
11 O 14.455168 0.675390 -21.598365
12 O 14.841563 3.632768 -6.734660
13 O 18.989799 3.826361 -12.506701
14 O 13.099159 -3.621640 -11.544548
15 O 15.891447 4.893917 -8.135023
16 O 14.322813 3.513885 -8.977918
17 O 13.118352 1.647296 -19.878919
18 O 13.198944 -1.395281 -11.178404
19 O 20.040178 3.825165 -10.467256
20 O 18.414127 2.385302 -10.971708
21 O 15.015055 -2.822705 -10.947357
22 O 12.485971 -0.203264 -21.092818
23 C 16.118043 5.379054 -6.796196
24 C 15.558267 -1.048078 -22.842995
25 C 19.209102 3.378219 -11.278426
26 C 17.773107 3.130341 -12.974594
27 C 13.769401 -2.520485 -11.222417
28 C 13.196054 -1.159764 -21.818284
29 C 17.840425 1.885271 -12.095027
30 C 14.953944 3.976476 -8.065980
31 C 17.874029 2.788644 -14.511844
32 C 15.163146 -4.253483 -10.985619
33 C 13.924987 -4.730150 -11.652484
34 C 14.251402 -0.410931 -22.530938
35 C 13.287774 0.809854 -20.791459
36 C 15.956125 4.145934 -6.004085
37 B 10.804437 5.995097 -14.007786
38 B 12.961627 1.571140 -14.505895
39 H 16.903391 3.610687 -6.069656
40 H 15.401455 -4.691425 -10.016338
41 H 16.954529 3.814790 -12.751950
42 H 15.149745 -1.961249 -23.275798
43 H 14.106139 -5.008473 -12.690661
44 H 16.096322 -0.370834 -23.506284
45 H 18.525505 1.947714 -14.749544
46 H 13.665125 -5.647866 -11.124882
47 H 15.908607 -4.529491 -11.731408
48 H 13.630718 -1.988196 -21.258927
49 H 16.151430 -1.219005 -21.944642
50 H 18.398163 1.007738 -12.422070
51 H 16.865283 1.559965 -11.732591
52 H 15.884382 4.481365 -4.969460
53 H 13.820872 -0.092626 -23.480369
54 H 18.221048 3.633442 -15.106826
55 H 12.407377 -1.535278 -22.470253
56 H 16.880186 2.704951 -14.951590
57 H 17.187843 5.585333 -6.763544
58 H 15.561679 6.273689 -6.516570

Cartesian forces, eV/Å:
Ca 1.48 0.15 -1.34
Ca -0.30 -0.55 1.72
F 0.60 -2.58 1.61
F -0.66 4.44 -2.35
F 1.19 -0.26 -1.97
F -2.23 -1.82 2.63
F -0.81 0.42 1.41
F -0.45 -0.02 -0.73
F 0.04 -0.15 -0.30
F 0.45 -0.10 0.42
O -2.07 1.61 1.58
O -1.18 -2.03 0.05
O -0.77 -0.32 -0.86
O -2.38 0.30 -0.23
O -0.26 1.24 -0.81
O -0.20 -0.02 0.36
O 0.38 -1.99 -3.12
O 2.25 -3.31 -0.04
O -2.42 -1.01 -2.72
O 0.77 -0.33 2.60
O 0.86 0.40 0.44
O -0.40 1.33 1.88
C 3.03 0.74 -0.53
C -0.69 -0.01 0.42
C 3.95 2.45 3.50
C 1.43 -0.77 -2.29
C -2.63 3.02 0.15
C -0.88 -2.15 -1.32
C -2.42 -0.44 -0.53
C 0.28 -0.28 1.57
C -0.32 1.31 0.64
C 1.75 -0.25 -1.11
C 0.68 -1.35 0.24
C 0.06 1.40 -0.04
C 2.08 1.07 1.16
C 0.31 1.59 -0.22
B -0.95 1.72 0.40
B 2.36 -1.88 -1.53
H -0.52 -0.94 -0.33
H -0.19 0.47 0.05
H -0.18 -0.32 0.02
H 1.22 -0.43 -0.56
H -0.27 0.31 -0.11
H 0.10 -0.58 -0.24
H -0.26 -0.06 0.26
H -1.21 0.28 -0.03
H 0.90 0.47 0.71
H -0.32 0.18 0.77
H -0.11 -0.29 -0.07
H 0.10 0.24 -0.70
H -0.28 -0.25 -0.70
H -1.25 -0.87 0.17
H 0.03 0.83 0.02
H 0.55 0.28 0.44
H 0.50 -0.54 -0.27
H -0.21 -0.82 0.37
H -0.09 0.77 -0.16
H -0.46 -0.32 -0.35

Frontier orbital gap = 4.354 eV
Molecular weight = 634.07 g/mol
HOMO level = -13.23 eV
Total charge = +2
Total energy = -3652.01191 Eh